The following is a quantum chemistry calculation of a molecular structure, C39H55F3O2P2PtSiTe4, from OMol25.

Summary:
* total charge: 0
* highest occupied orbital energy: -7.03 eV

Cartesian coordinates (Å):
Pt -1.13766 0.34087 0.44124
C -0.92065 3.55958 -0.46214
Si 0.14034 1.99932 -0.62727
C 0.30659 1.50170 -2.43943
C 1.16335 2.13686 -3.33854
C 1.27219 1.69765 -4.64915
C 0.51361 0.61564 -5.08037
C -0.35253 -0.01781 -4.20228
C -0.45199 0.41397 -2.88073
P -1.60058 -0.35238 -1.66972
C -1.32680 -2.16817 -1.88596
C -2.03462 -2.83853 -3.06919
C -1.31598 -4.15857 -3.39455
C -0.79296 -4.84952 -2.12476
C -1.67105 -4.50435 -0.92763
C -1.63872 -2.99324 -0.62430
C -3.23417 0.03621 -2.42815
C -4.39753 -0.67035 -1.71505
C -5.72038 0.02404 -2.02634
C -5.73801 1.45300 -1.45690
C -4.32355 2.03089 -1.34132
C -3.46060 1.56501 -2.50464
C 1.88989 2.54672 -0.09722
C 2.15564 3.90703 -0.30453
C 3.39637 4.46953 -0.04222
C 4.41541 3.66973 0.44748
C 4.18165 2.32044 0.65840
C 2.93922 1.74621 0.39159
P 2.62950 -0.03962 0.64370
C 4.07250 -0.53027 1.72578
C 3.63135 -1.56486 2.77120
C 3.55856 -2.97174 2.19938
C 4.92845 -3.38443 1.66688
C 5.43156 -2.39377 0.61775
C 5.42078 -0.95199 1.12584
C 2.76003 -0.54207 -1.13976
C 4.01429 -0.09948 -1.89960
C 3.86593 -0.36877 -3.39498
C 3.56512 -1.84140 -3.64757
C 2.28876 -2.25137 -2.92035
C 2.38387 -1.99967 -1.41568
H -0.84643 4.21262 -1.33697
H -0.63575 4.13586 0.42147
H -1.96562 3.27846 -0.34182
H 1.77002 2.97140 -3.00358
H 1.95013 2.19165 -5.33381
H 0.59657 0.26494 -6.10111
H -0.94110 -0.85546 -4.55988
H -0.24872 -2.21316 -2.07382
H -2.08491 -2.21526 -3.96320
H -3.07038 -3.03781 -2.78403
H -0.48397 -3.96160 -4.07654
H -2.00573 -4.81868 -3.92567
H 0.22802 -4.52533 -1.91748
H -0.74490 -5.92921 -2.27534
H -1.35795 -5.05858 -0.04175
H -2.69726 -4.81974 -1.13818
H -0.90455 -2.76495 0.15305
H -2.61165 -2.69082 -0.23304
H -3.16138 -0.35203 -3.45040
H -4.23832 -0.66389 -0.63571
H -4.43647 -1.71931 -2.01356
H -6.54532 -0.55841 -1.61238
H -5.87350 0.04382 -3.10976
H -6.21537 1.46254 -0.47385
H -6.34367 2.09339 -2.10303
H -3.86344 1.70121 -0.40572
H -4.35980 3.12101 -1.29652
H -2.51189 2.10555 -2.53471
H -3.96642 1.79777 -3.44677
H 1.37054 4.55513 -0.67651
H 3.56095 5.52515 -0.21726
H 5.39071 4.08874 0.66031
H 4.99698 1.70453 1.02805
H 4.22232 0.40719 2.27907
H 2.67992 -1.26743 3.20753
H 4.36592 -1.55469 3.58505
H 2.81189 -3.00026 1.39834
H 3.21192 -3.67078 2.96348
H 4.89317 -4.39088 1.24343
H 5.63713 -3.42029 2.50216
H 4.80014 -2.47645 -0.26788
H 6.44256 -2.65676 0.29653
H 5.73591 -0.26685 0.33457
H 6.16727 -0.86629 1.92463
H 1.93010 0.06007 -1.54643
H 4.89169 -0.63766 -1.53466
H 4.19777 0.96351 -1.72265
H 4.77307 -0.06217 -3.92089
H 3.04322 0.23980 -3.79324
H 4.40357 -2.45170 -3.29173
H 3.46661 -2.03513 -4.71827
H 2.06383 -3.30263 -3.10749
H 1.45979 -1.66393 -3.33436
H 3.12587 -2.68139 -0.99340
H 1.43573 -2.23024 -0.91674
Te 0.20504 1.01994 2.54817
Te -1.53811 2.44879 3.99299
Te -3.83790 1.48854 2.75890
Te -2.91110 -0.95805 2.05301
F -1.01507 -2.27798 5.45549
C -0.14457 -2.76095 4.57902
F -0.60298 -3.92440 4.12305
F 1.00968 -2.99519 5.22654
C 0.12491 -1.78010 3.40849
O 0.14884 -0.55005 3.84964
O 0.35496 -2.17911 2.30526

Cartesian forces (eV/Å) of the 6 atoms listed first:
Pt 0.364 -0.139 0.142
C 0.056 0.041 -0.165
Si -0.259 0.076 0.192
C -0.101 -0.062 -0.083
C -0.022 0.036 -0.085
C -0.151 0.062 -0.003

These are the Löwdin partial charges, in e, on atoms 1 to 5: Pt 0.1271; C -0.2038; Si 0.3920; C -0.3074; C -0.0789

The following is a quantum chemistry calculation of a molecular structure, C32H39HgN6OS, from OMol25.

Summary:
* total charge: 0
* 2S+1: 2
* highest occupied orbital energy (spin up / spin down): -4.41 / -7.52 eV

Cartesian coordinates (Å):
Hg 1.82853 -0.99415 1.13702
C 4.27100 -3.27136 1.13123
C 4.11419 -2.55531 -0.29983
N 2.76016 -2.29835 -0.56078
C 1.94683 -3.36278 -0.97450
C 1.06852 -4.00448 0.04714
N 0.57523 -3.17031 1.19485
C 0.96899 -3.72742 2.56927
C 2.50038 -3.89475 2.79602
N 3.33814 -2.88728 2.18702
H 4.03008 -4.31548 0.94387
H 5.26507 -3.18130 1.43220
H 4.71283 -1.56051 -0.27556
H 4.53103 -3.35454 -0.96980
H 2.81706 -1.59955 -1.26696
H 1.32605 -3.04752 -1.80871
H 2.53604 -4.20589 -1.40926
H 0.24132 -4.53378 -0.45599
H 1.67854 -4.82595 0.50949
H -0.39427 -2.89015 1.08444
H 0.51743 -3.00494 3.33034
H 0.53767 -4.71344 2.80100
H 2.62647 -3.88138 3.84961
H 2.79118 -4.84263 2.34724
H 3.78964 -2.32775 2.91159
C 0.00223 2.19474 3.45560
C 0.50831 3.36627 2.83763
C 1.41607 3.20192 1.75661
C 1.69189 1.88657 1.23861
C 1.37556 0.75148 2.00799
C 0.59008 0.96612 3.17439
C 1.93377 1.70910 -0.26497
C 2.27504 2.69132 -1.16330
C 2.04430 2.66721 -2.54415
C 1.57625 1.46527 -3.15029
C 1.33826 1.24312 -4.51971
C 0.85095 0.03948 -4.97840
C 0.20325 -0.92638 -3.97235
C 0.60770 -0.69813 -2.63505
C 1.33230 0.40817 -2.13918
N 1.45268 0.56222 -0.77777
H -0.81180 2.23989 4.23967
H 0.48253 4.19392 3.37089
H 1.97822 4.06392 1.14773
H 0.25609 0.02435 3.70021
H 2.68057 3.51388 -0.62780
H 2.62586 3.41504 -3.46146
H 1.49448 1.96055 -5.28344
H 0.72549 0.08035 -5.94221
H 0.08204 -1.81281 -4.33464
H 0.31374 -1.68536 -2.17275
C -1.29010 3.57375 -1.50695
C -1.55068 2.21718 -0.66673
C -2.06969 1.12525 -1.57819
N -2.02362 -0.20250 -0.99289
C -2.97650 -1.06229 -0.83900
S -2.71854 -2.67372 -0.51334
N -4.28595 -0.64455 -1.00892
C -4.90309 0.61289 -0.67065
O -5.90434 0.96197 -1.18659
C -4.41105 1.41962 0.47019
C -3.84267 0.79642 1.55352
C -3.54305 1.48947 2.72029
C -3.88612 2.89040 2.81803
C -4.48804 3.51191 1.71557
C -4.72466 2.78683 0.54330
H -0.64276 4.23621 -0.90368
H -2.18779 3.94699 -1.59321
H -0.95547 3.34498 -2.45966
H -2.33633 2.49025 -0.02507
H -0.43652 1.66835 -0.53640
H -1.58486 1.02566 -2.45571
H -2.99919 1.36550 -1.97359
H -1.12215 -0.58453 -0.97811
H -4.89920 -1.46489 -1.20406
H -3.43969 -0.25838 1.46756
H -2.97805 1.06681 3.55819
H -3.58649 3.45256 3.59699
H -4.52277 4.57058 1.75105
H -5.09458 3.26609 -0.31472

Cartesian forces (eV/Å) of the 6 atoms listed first:
Hg -0.266 -1.091 -0.159
C -2.118 -0.188 -1.189
C 2.663 -0.780 2.645
N 0.159 1.738 -0.015
C -0.661 -1.690 -1.986
C -0.479 -1.632 2.417

These are the Löwdin partial charges, in e, on atoms 1 to 5: Hg 1.2322; C -0.1713; C -0.1938; N -0.1686; C -0.2381

Respective E values: -4132.98892 -2197.85200 a.u..
Respective strongest force on any atom values: 0.0081 0.1911 Eh/bohr.